1.
The following is a DFT calculation (the ωB97M-V functional and the def2-TZVPD basis) of a molecular structure, C53H96O25.

## Properties
* HOMO: -0.3186 hartree

Last column: Löwdin charge in e.
Cartesian coordinates (Å):
C1 0.724 -0.003 3.547  -0.085
O1 -0.669 0.005 3.344  -0.112
C2 -1.465 0.251 4.424  -0.555
O2 -1.111 0.574 5.550  0.154
O3 -2.723 0.028 4.035  -0.131
C3 -3.785 0.289 4.946  0.000
H1 1.235 0.939 3.744  0.099
H2 1.156 -0.552 2.711  0.055
H3 0.958 -0.625 4.411  0.128
H4 -3.911 -0.552 5.628  0.108
H5 -4.771 0.477 4.522  0.103
H6 -3.632 1.193 5.535  0.110
C4 4.661 5.260 -2.308  -0.046
O4 3.297 4.868 -2.178  -0.035
C5 2.995 3.815 -2.979  -0.596
O5 3.761 3.159 -3.645  0.146
O6 1.678 3.648 -2.819  -0.013
C6 1.009 2.634 -3.598  -0.035
H7 4.839 5.954 -3.130  0.100
H8 5.457 4.530 -2.159  0.106
H9 4.803 5.938 -1.467  0.098
H10 0.633 2.917 -4.581  0.120
H11 0.080 2.371 -3.091  0.062
H12 1.557 1.694 -3.669  0.096
C7 -3.108 -7.046 -2.204  -0.036
O7 -2.606 -6.205 -1.155  -0.012
C8 -1.944 -5.055 -1.498  -0.456
O8 -1.724 -4.640 -2.636  0.095
O9 -1.553 -4.410 -0.359  -0.020
C9 -0.765 -3.166 -0.352  -0.057
H13 -3.925 -6.533 -2.713  0.091
H14 -3.604 -7.918 -1.779  0.095
H15 -2.313 -7.217 -2.930  0.098
H16 0.165 -3.278 -0.910  0.052
H17 -0.406 -2.961 0.656  0.079
H18 -1.436 -2.343 -0.598  0.037
C10 0.413 -2.260 -3.135  -0.146
C11 -1.045 -2.055 -2.764  -0.171
C12 -1.506 -0.972 -3.791  -0.162
O10 -0.685 -1.180 -4.907  -0.100
C13 0.357 -2.116 -4.645  -0.140
H19 0.752 -3.253 -2.841  0.108
H20 1.051 -1.516 -2.657  0.113
H21 -1.317 -1.840 -1.731  0.022
H22 -1.563 -2.986 -2.994  0.095
H23 -1.288 -0.037 -3.274  0.105
H24 -2.578 -1.060 -3.970  0.125
H25 1.299 -1.817 -5.104  0.110
H26 0.035 -3.041 -5.124  0.134
C14 -4.496 -0.707 -0.991  -0.151
C15 -4.879 0.320 -1.979  -0.102
C16 -3.533 1.238 -2.049  -0.077
O11 -2.539 0.373 -1.439  -0.252
C17 -3.051 -0.946 -1.239  -0.181
H27 -5.022 -1.654 -1.114  0.134
H28 -4.737 -0.329 0.003  0.080
H29 -5.783 0.912 -1.832  0.113
H30 -5.009 -0.113 -2.971  0.108
H31 -3.464 2.169 -1.487  0.095
H32 -3.211 1.382 -3.081  0.119
H33 -2.524 -1.381 -0.390  0.091
H34 -2.869 -1.528 -2.143  0.109
C18 -4.226 2.473 1.041  -0.072
C19 -2.721 2.326 1.222  -0.176
C20 -2.466 1.409 2.360  -0.084
O12 -3.784 0.990 2.790  -0.188
C21 -4.736 1.288 1.831  -0.187
H35 -4.514 2.304 0.003  0.094
H36 -4.644 3.389 1.460  0.124
H37 -2.257 3.296 1.403  0.047
H38 -2.323 1.916 0.294  0.097
H39 -1.926 1.832 3.206  0.147
H40 -1.970 0.487 2.055  0.109
H41 -5.666 1.566 2.325  0.128
H42 -4.932 0.399 1.232  0.087
C22 2.583 -4.884 0.422  -0.086
C23 2.959 -3.700 -0.494  -0.103
C24 1.662 -2.909 -0.663  -0.182
O13 0.984 -3.133 0.564  -0.388
C25 1.290 -4.411 1.161  -0.078
H43 3.364 -5.275 1.074  0.117
H44 2.324 -5.676 -0.281  0.112
H45 3.435 -4.095 -1.391  0.117
H46 3.766 -3.047 -0.163  0.079
H47 1.018 -3.190 -1.496  0.073
H48 1.706 -1.835 -0.842  0.095
H49 0.426 -5.058 1.009  0.135
H50 1.452 -4.286 2.232  0.129
C26 -2.375 -2.000 2.097  -0.110
C27 -2.854 -3.403 1.732  -0.138
C28 -2.341 -4.193 2.879  -0.163
O14 -1.125 -3.577 3.384  -0.085
C29 -1.082 -2.267 2.886  -0.159
H51 -3.078 -1.506 2.767  0.127
H52 -2.224 -1.332 1.248  0.049
H53 -2.401 -3.777 0.814  0.061
H54 -3.933 -3.361 1.587  0.128
H55 -2.195 -5.243 2.624  0.124
H56 -3.068 -4.077 3.683  0.119
H57 -0.199 -2.197 2.251  0.105
H58 -1.056 -1.498 3.658  0.099
C30 3.337 -1.308 3.198  -0.120
C31 2.717 -1.986 2.025  -0.112
C32 3.325 -1.202 0.874  -0.164
O15 3.845 -0.002 1.393  -0.186
C33 3.532 0.109 2.774  -0.250
H59 4.254 -1.815 3.499  0.127
H60 2.752 -1.400 4.113  0.115
H61 1.630 -2.050 1.987  0.089
H62 3.085 -3.012 2.001  0.118
H63 2.629 -0.863 0.107  0.035
H64 4.205 -1.655 0.417  0.124
H65 2.661 0.645 3.150  0.091
H66 4.384 0.546 3.296  0.142
O16 2.750 -3.056 -3.495  0.052
C34 3.135 -1.876 -3.377  -0.382
O17 3.343 -1.121 -4.494  0.014
C35 3.826 0.201 -4.164  -0.119
C36 3.604 0.377 -2.668  -0.135
C37 3.525 -1.035 -2.104  -0.042
H67 3.370 0.923 -4.841  0.117
H68 4.901 0.219 -4.343  0.128
H69 2.759 0.976 -2.329  0.074
H70 4.462 0.881 -2.222  0.119
H71 2.728 -1.087 -1.363  0.055
H72 4.464 -1.451 -1.740  0.143
O18 1.096 1.307 1.826  0.029
C38 0.515 2.279 2.164  -0.399
O19 -0.556 2.756 1.514  -0.037
C39 -0.927 4.008 2.085  -0.130
C40 0.153 4.415 3.034  -0.090
C41 0.900 3.184 3.266  -0.073
H73 -1.884 4.008 2.605  0.155
H74 -1.047 4.665 1.223  0.135
H75 -0.127 4.824 4.005  0.137
H76 0.810 5.151 2.569  0.129
H77 0.622 2.667 4.185  0.149
H78 1.984 3.285 3.305  0.104
O20 -2.927 4.918 0.514  0.096
C42 -2.257 4.466 -0.404  -0.481
O21 -1.603 3.341 -0.252  -0.144
C43 -0.875 2.957 -1.393  -0.152
C44 -0.760 4.315 -2.192  -0.086
C45 -2.037 4.945 -1.774  -0.065
H79 -1.163 2.136 -2.049  0.107
H80 0.130 2.708 -1.052  0.114
H81 -0.641 4.119 -3.257  0.110
H82 0.030 4.960 -1.807  0.137
H83 -2.873 4.699 -2.428  0.143
H84 -2.002 6.016 -1.572  0.140
O22 1.372 1.681 -1.578  -0.085
C46 0.846 0.849 -0.882  -0.333
O23 1.497 -0.129 -0.308  -0.051
C47 0.559 -0.807 0.593  -0.114
C48 -0.825 -0.523 0.141  -0.112
C49 -0.657 0.833 -0.520  -0.067
H85 0.791 -0.413 1.582  0.075
H86 0.715 -1.876 0.742  0.003
H87 -1.539 -0.553 0.964  0.073
H88 -1.005 -1.228 -0.671  0.044
H89 -0.947 1.656 0.134  0.101
H90 -1.189 0.876 -1.471  0.063
O24 3.260 4.352 2.708  0.074
C50 3.279 3.552 1.797  -0.414
O25 2.935 3.912 0.541  0.068
C51 3.092 2.909 -0.474  -0.103
C52 3.825 1.803 0.247  -0.097
C53 3.635 2.043 1.734  -0.093
H91 3.694 3.257 -1.313  0.097
H92 2.125 2.611 -0.878  0.057
H93 4.875 1.612 0.026  0.139
H94 3.367 0.845 0.000  0.093
H95 4.482 1.814 2.381  0.131
H96 2.795 1.445 2.086  0.068

---

2.
The following is a DFT calculation (the ωB97M-V functional and the def2-TZVPD basis) of 8 unconnected molecules or ions with the total composition C53H99ClO25.

## Properties
* HOMO: -0.3213 hartree
* structure (SMILES): C[C@H](Cl)CCOCCOCCCOCCOc1ccc(C(C)(C)CC(C)(C)C)cc1.CCOC(=O)OC.CCOC(=O)OC.CCOC(=O)OC.CCOC(=O)OC.CCOC(=O)OC.CCOC(=O)OC.CCOC(=O)OC

Last column: Löwdin charge in e.
Cartesian coordinates (Å):
C1 6.489 1.041 -2.079  -0.118
C2 5.556 0.347 -1.016  -0.663
Cl1 4.098 -0.436 -1.808  0.630
C3 5.192 1.258 0.204  -0.181
C4 4.031 2.293 -0.065  -0.228
O1 3.896 2.668 -1.438  -0.214
C5 2.520 2.772 -1.824  -0.175
C6 1.953 4.186 -1.372  -0.159
O2 0.827 4.007 -0.475  -0.180
C7 -0.227 4.914 -0.845  -0.243
C8 -1.228 5.126 0.339  -0.124
C9 -2.540 5.906 -0.096  -0.199
O3 -3.685 5.173 0.378  -0.177
C10 -4.800 6.063 0.594  -0.162
C11 -6.086 5.162 0.504  -0.152
O4 -7.246 5.889 -0.012  -0.113
C12 -8.102 4.882 -0.507  -0.286
C13 -8.987 4.182 0.398  0.005
C14 -9.841 3.121 -0.101  -0.026
C15 -9.839 2.723 -1.508  -0.139
C16 -10.719 1.546 -2.073  -0.444
C17 -11.096 1.974 -3.571  -0.079
C18 -12.089 1.349 -1.332  -0.052
C19 -9.810 0.250 -2.212  -0.115
C20 -9.821 -0.774 -1.012  -0.519
C21 -8.500 -1.676 -1.201  -0.073
C22 -9.698 -0.140 0.420  -0.072
C23 -11.028 -1.828 -1.078  -0.063
C24 -8.949 3.488 -2.398  -0.017
C25 -8.079 4.565 -1.920  -0.003
H1 6.531 0.433 -3.015  0.071
H2 6.153 2.068 -2.361  0.075
H3 7.498 1.128 -1.587  0.085
H4 6.155 -0.510 -0.601  0.098
H5 6.108 1.848 0.464  0.115
H6 4.934 0.651 1.112  0.117
H7 3.078 1.902 0.385  0.127
H8 4.270 3.237 0.510  0.126
H9 1.902 1.924 -1.417  0.124
H10 2.483 2.718 -2.941  0.126
H11 2.707 4.800 -0.820  0.132
H12 1.638 4.721 -2.313  0.119
H13 0.228 5.917 -1.089  0.127
H14 -0.712 4.492 -1.775  0.136
H15 -1.457 4.125 0.785  0.124
H16 -0.688 5.731 1.120  0.118
H17 -2.579 5.975 -1.215  0.128
H18 -2.517 6.905 0.410  0.124
H19 -4.808 6.925 -0.121  0.137
H20 -4.730 6.402 1.670  0.125
H21 -5.860 4.377 -0.272  0.134
H22 -6.317 4.608 1.448  0.129
H23 -8.999 4.448 1.477  0.113
H24 -10.500 2.601 0.635  0.094
H25 -10.201 1.906 -4.236  0.073
H26 -11.824 1.185 -3.919  0.091
H27 -11.603 2.968 -3.587  0.093
H28 -12.044 1.573 -0.231  0.065
H29 -12.587 0.369 -1.538  0.081
H30 -12.791 2.131 -1.746  0.090
H31 -8.748 0.621 -2.301  0.116
H32 -10.023 -0.251 -3.200  0.125
H33 -7.742 -1.169 -1.864  0.076
H34 -8.720 -2.665 -1.671  0.075
H35 -7.974 -1.803 -0.214  0.078
H36 -10.678 0.232 0.831  0.072
H37 -9.406 -0.982 1.114  0.085
H38 -8.878 0.615 0.492  0.089
H39 -11.272 -2.001 -2.154  0.086
H40 -11.874 -1.398 -0.487  0.066
H41 -10.664 -2.759 -0.568  0.081
H42 -8.880 3.281 -3.493  0.102
H43 -7.409 5.129 -2.614  0.121
C26 -9.678 8.350 -2.602  -0.056
C27 -9.487 7.439 -3.797  -0.215
O5 -10.424 7.748 -4.838  0.037
C28 -10.130 8.822 -5.577  -0.601
O6 -9.161 9.528 -5.451  0.121
O7 -11.111 8.993 -6.473  0.003
C29 -10.967 10.165 -7.273  -0.046
H44 -10.716 8.325 -2.264  0.084
H45 -9.028 8.047 -1.779  0.074
H46 -9.450 9.386 -2.856  0.075
H47 -9.682 6.407 -3.500  0.106
H48 -8.463 7.478 -4.175  0.124
H49 -9.988 10.201 -7.751  0.095
H50 -11.129 11.055 -6.664  0.099
H51 -11.730 10.131 -8.049  0.092
C30 13.444 -0.659 -1.045  -0.063
C31 12.101 -0.253 -0.475  -0.210
O8 11.064 -0.385 -1.456  0.032
C32 10.626 -1.630 -1.667  -0.600
O9 11.013 -2.627 -1.110  0.117
O10 9.695 -1.585 -2.628  -0.001
C33 9.204 -2.867 -3.020  -0.040
H52 13.655 -0.109 -1.965  0.081
H53 14.243 -0.467 -0.326  0.080
H54 13.459 -1.720 -1.298  0.074
H55 12.130 0.801 -0.193  0.122
H56 11.857 -0.820 0.425  0.123
H57 8.855 -3.439 -2.160  0.093
H58 9.980 -3.416 -3.555  0.100
H59 8.364 -2.707 -3.694  0.093
C34 3.152 -3.788 -1.559  -0.076
C35 2.207 -3.233 -0.513  -0.222
O11 1.285 -4.237 -0.064  0.038
C36 1.778 -5.119 0.809  -0.600
O12 2.903 -5.136 1.246  0.113
O13 0.813 -6.000 1.101  0.005
C37 1.234 -7.059 1.960  -0.043
H60 2.592 -4.250 -2.376  0.089
H61 3.785 -2.999 -1.965  0.014
H62 3.796 -4.562 -1.139  0.055
H63 1.607 -2.435 -0.953  0.116
H64 2.748 -2.800 0.331  0.120
H65 1.700 -6.674 2.867  0.097
H66 1.919 -7.720 1.428  0.097
H67 0.351 -7.629 2.242  0.094
C38 0.674 -10.221 7.803  -0.067
C39 0.171 -10.142 6.375  -0.214
O14 1.179 -9.621 5.499  0.030
C40 2.135 -10.487 5.142  -0.602
O15 2.210 -11.640 5.480  0.124
O16 3.008 -9.841 4.360  -0.001
C41 4.136 -10.629 3.978  -0.042
H68 1.062 -9.253 8.127  0.082
H69 -0.128 -10.527 8.477  0.080
H70 1.491 -10.939 7.894  0.075
H71 -0.670 -9.449 6.324  0.122
H72 -0.186 -11.110 6.019  0.124
H73 3.827 -11.572 3.528  0.096
H74 4.775 -10.808 4.843  0.100
H75 4.700 -10.061 3.240  0.092
C42 6.502 -8.993 -5.738  -0.067
C43 6.293 -7.493 -5.683  -0.215
O17 5.524 -7.119 -4.533  0.034
C44 6.194 -7.094 -3.376  -0.601
O18 7.363 -7.345 -3.227  0.120
O19 5.334 -6.763 -2.406  0.001
C45 5.902 -6.790 -1.096  -0.037
H76 5.545 -9.516 -5.677  0.082
H77 7.005 -9.278 -6.664  0.080
H78 7.108 -9.338 -4.899  0.074
H79 5.721 -7.173 -6.555  0.122
H80 7.242 -6.953 -5.704  0.123
H81 6.808 -6.185 -1.043  0.096
H82 6.112 -7.820 -0.802  0.100
H83 5.171 -6.373 -0.404  0.081
C46 17.377 -2.510 3.481  -0.068
C47 16.029 -2.103 4.041  -0.216
O20 14.997 -2.234 3.055  0.029
C48 14.562 -3.482 2.840  -0.602
O21 14.950 -4.475 3.401  0.123
O22 13.635 -3.437 1.878  -0.001
C49 13.146 -4.719 1.480  -0.037
H84 17.593 -1.959 2.563  0.081
H85 18.170 -2.317 4.205  0.080
H86 17.395 -3.571 3.228  0.075
H87 16.055 -1.050 4.323  0.121
H88 15.778 -2.671 4.939  0.124
H89 12.794 -5.292 2.337  0.096
H90 13.925 -5.265 0.947  0.100
H91 12.308 -4.559 0.803  0.088
C50 -5.244 7.681 8.211  -0.068
C51 -4.273 7.214 7.145  -0.215
O23 -4.941 6.443 6.138  0.035
C52 -5.631 7.149 5.236  -0.600
O24 -5.728 8.349 5.197  0.124
O25 -6.217 6.289 4.394  0.004
C53 -7.065 6.909 3.428  -0.040
H92 -5.800 6.834 8.621  0.082
H93 -4.715 8.183 9.022  0.080
H94 -5.979 8.374 7.799  0.075
H95 -3.528 6.556 7.595  0.122
H96 -3.735 8.051 6.696  0.124
H97 -6.540 7.694 2.884  0.099
H98 -7.955 7.310 3.915  0.104
H99 -7.373 6.146 2.716  0.067

---

no.,largest force on an atom (Eh/bohr)
1,0.210
2,0.047